{
  "formula": "CH2N2",
  "method": "ωB97M-V/def2-TZVPD",
  "elements": ["C", "N", "N", "H", "H"],
  "coordinates": [[-1.1633, 0.3602, -0.0388], [2.1436, -1.2393, 0.8909], [1.7676, -0.3705, 0.3380], [-1.0791, 1.3860, -0.2652], [-1.6688, -0.1364, -0.9249]],
  "forces_ev_per_angstrom": [[-0.73, -2.04, -0.40], [-0.38, 0.86, -0.53], [0.42, -0.86, 0.51], [0.20, 1.64, -0.34], [0.49, 0.40, 0.76]],
  "lumo_energy_ev": [-0.850, -0.868],
  "e_homo_ev": [-9.8, -9.8],
  "orbital_gap_ha": [0.32810, 0.32707],
  "de_lowest_kj_mol": 321.9,
  "multiplicity": 1,
  "e_tot_ha": -148.67593
}